1.
Formula: C27H67N6O5Si
Source: OMol25
Level of theory: ωB97M-V/def2-TZVPD

```
! wB97M-V def2-TZVPD RIJCOSX def2/J DEFGRID3
* xyz 1 1
C -8.1111 -4.7873 4.2446
C -8.3175 -4.1860 2.9012
C -7.1857 -3.7833 1.7994
C -6.5138 -2.2696 2.0111
C -5.0700 -2.3055 2.7785
C -4.8885 -3.3946 3.9711
O -5.2230 -2.8249 5.3198
N -6.1791 -1.8379 0.5629
C -5.4974 -0.4916 0.4817
C -6.0871 0.6379 1.5211
C -6.0697 2.1579 0.8725
C -4.5965 2.8763 0.8658
O -3.7934 2.6723 2.0809
Si -2.0665 2.7267 1.7602
C -1.3606 1.1878 0.8349
C -1.1865 2.7402 3.5162
C -1.5804 4.3879 0.8650
N -7.4762 0.2202 1.9040
C -7.5740 -1.1413 2.5431
C -7.6132 -0.9927 4.2084
N -6.5302 -0.0923 4.7567
H -7.3426 -4.3038 4.9823
H -8.7333 -5.7092 4.6770
H -9.4547 -4.0230 2.5745
H -6.3532 -4.6368 1.8161
H -7.6590 -3.8488 0.7086
H -4.2544 -2.5625 1.9457
H -4.7299 -1.2499 3.2119
H -3.7153 -3.6129 4.0452
H -5.3821 -4.4416 3.8033
H -4.5332 -2.0926 5.4955
H -7.1209 -1.7919 0.0749
H -5.6183 -2.5739 0.0537
H -5.7176 -0.0727 -0.6129
H -4.3297 -0.5682 0.6666
H -5.4295 0.6825 2.4876
H -6.4083 2.0829 -0.2698
H -6.8791 2.8384 1.4143
H -4.0537 2.5744 -0.1269
H -4.7925 4.0487 0.7838
H -0.4778 1.5858 0.1418
H -2.1432 0.5911 0.1982
H -0.8284 0.4574 1.6091
H -0.5920 1.7258 3.6967
H -2.0256 2.8428 4.3349
H -0.4006 3.6140 3.6141
H -1.7979 4.2578 -0.2947
H -0.4446 4.5797 1.0977
H -2.2992 5.2147 1.3142
H -8.0436 0.2033 1.0286
H -8.6749 -1.5197 2.2699
H -7.6781 -2.0434 4.7497
H -8.6529 -0.4567 4.4339
H -6.8696 0.9149 4.7839
H -6.3919 -0.4062 5.7642
C 3.6442 3.2119 -3.9220
C 3.6480 1.9349 -3.0843
C 2.2432 1.3213 -2.8797
O 1.4256 2.0138 -1.9322
C 0.8045 3.1850 -2.4382
N 4.3079 2.2100 -1.8007
H 3.3142 4.0885 -3.3571
H 4.6560 3.4323 -4.2814
H 2.9966 3.1057 -4.7986
H 4.2502 1.1961 -3.6275
H 2.3739 0.3114 -2.4710
H 1.7123 1.2006 -3.8323
H 0.5182 3.0798 -3.4898
H 1.4651 4.0431 -2.3045
H -0.0985 3.3742 -1.8504
H 4.4027 1.3319 -1.2861
H 3.6536 2.7529 -1.2310
C 5.4569 -4.2705 -3.7415
C 4.5395 -3.0752 -3.9907
C 4.8045 -1.8803 -3.0454
O 4.3140 -2.0573 -1.7135
C 5.1435 -2.8556 -0.8839
N 3.1425 -3.5236 -3.9138
H 5.1582 -4.8596 -2.8696
H 5.4364 -4.9497 -4.6016
H 6.4935 -3.9481 -3.5981
H 4.7325 -2.7301 -5.0141
H 4.2654 -1.0113 -3.4430
H 5.8660 -1.6032 -3.0321
H 6.2070 -2.7100 -1.0999
H 4.8714 -3.9071 -0.9881
H 4.9593 -2.5730 0.1567
H 2.5340 -2.7479 -4.1835
H 2.9224 -3.6691 -2.9250
C 9.4410 0.9039 -0.2266
C 10.2876 1.3391 -1.4209
C 9.7210 2.5678 -2.1699
O 8.5880 2.2880 -2.9968
C 7.3588 2.1901 -2.2946
N 10.4636 0.1924 -2.3224
H 8.5476 0.3457 -0.5213
H 10.0214 0.2445 0.4291
H 9.1247 1.7676 0.3674
H 11.2730 1.6217 -1.0301
H 10.4986 2.9332 -2.8524
H 9.5025 3.3947 -1.4826
H 7.3082 2.8860 -1.4507
H 7.2053 1.1644 -1.9556
H 6.5483 2.4284 -2.9895
H 11.1149 0.4560 -3.0647
H 9.5784 0.0544 -2.8173
*
```

Computed properties:
HOMO level in eV: -10.115
Strongest force on any atom in eV/Å: 3.352
Frontier orbital gap in eV: 7.08

=====

2.
Formula: H16O8
Source: OMol25
Level of theory: ωB97M-V/def2-TZVPD

```
! wB97M-V def2-TZVPD RIJCOSX def2/J DEFGRID3
* xyz 0 1
H -0.7777 0.0053 0.0003
H 0.2805 1.0953 -0.6837
H 1.2171 5.0110 -1.3418
H 1.3185 3.5765 -0.4859
H 3.9939 1.4587 0.2926
H 2.5332 0.8764 0.1166
H -5.1295 -1.0097 0.8916
H -3.7706 -0.2649 0.7882
H 1.4693 -3.0722 -0.1135
H 1.0620 -3.2467 -1.7044
H -1.7688 0.9599 2.6062
H -2.5433 2.3050 2.8539
H -2.3615 -1.5568 -1.5889
H -2.8679 -0.7718 -2.9314
H 3.5803 -3.4374 1.3678
H 3.1709 -2.4002 0.3708
O 0.1499 0.2409 -0.1848
O 1.6968 4.1772 -1.2133
O 3.4082 0.8611 -0.2884
O -4.4368 -0.6239 0.3113
O 0.8812 -2.7941 -0.8933
O -1.7647 1.8882 2.3750
O -2.7538 -0.7623 -1.9116
O 3.4128 -2.5154 1.3668
*
```

Computed properties:
HOMO level in eV: -10.947
Strongest force on any atom in eV/Å: 5.229
Frontier orbital gap in eV: 11.24
Relative energy (zero: lowest compared OMol25 entry of this formula, charge and spin) in eV: 4.025

=====

3.
Formula: C9H18S4
Source: OMol25
Level of theory: ωB97M-V/def2-TZVPD

```
! wB97M-V def2-TZVPD RIJCOSX def2/J DEFGRID3
* xyz 0 1
C 2.0255 -2.2566 -0.8537
C 1.6072 -1.1693 0.1969
C 1.6212 1.3645 1.1190
C 1.1097 2.7732 0.8202
C -1.5851 2.7080 1.0595
C -1.7266 1.1615 1.0167
C -2.4862 -1.1609 -0.1013
C -1.4995 -1.1296 -1.2959
C 1.0757 -2.4902 -1.9918
H 3.0324 -1.9168 -1.2076
H 2.3339 -3.2098 -0.3771
H 0.4144 -1.2429 0.3822
H 2.0328 -1.3858 1.2532
H 2.4351 1.3492 1.8430
H 0.7983 0.7354 1.4857
H 1.9190 3.4158 0.7199
H 0.6772 2.7203 -0.2271
H -1.5043 3.0680 0.0054
H -2.4546 3.2205 1.6230
H -1.6024 0.7355 1.9430
H -0.8309 0.7959 0.4508
H -1.9870 -1.5883 0.7438
H -3.3686 -1.7854 -0.1932
H -0.6305 -0.4004 -1.1550
H -1.9758 -0.8633 -2.2678
H 1.3399 -3.2420 -2.7600
H 0.9336 -1.5816 -2.5608
S 2.2778 0.5215 -0.3472
S -0.0897 3.1884 2.0344
S -3.2337 0.4355 0.1650
S -0.6589 -2.7700 -1.5232
*
```

Computed properties:
HOMO level in eV: -8.580
Strongest force on any atom in eV/Å: 3.178
Frontier orbital gap in eV: 9.24
Relative energy (zero: lowest compared OMol25 entry of this formula, charge and spin) in eV: 0.000

=====

4.
Formula: C52H56O20S4
Source: OMol25
Level of theory: ωB97M-V/def2-TZVPD

```
! wB97M-V def2-TZVPD RIJCOSX def2/J DEFGRID3
* xyz 0 1
C -5.1566 4.3019 0.3459
C -3.8445 4.1572 0.1601
C -2.9068 5.1076 0.7649
O -1.7168 4.8699 0.7694
C -3.3578 6.3860 1.2995
C -4.6913 6.5287 1.4977
C -5.6690 5.5390 1.0001
O -6.8596 5.6330 1.2710
H -5.8946 3.5787 0.0469
H -3.4227 3.3312 -0.3892
H -2.5710 7.0970 1.5427
H -5.0253 7.4810 1.8642
C 3.8605 -1.8491 -2.6514
C 5.1537 -2.2409 -2.8035
C 5.9682 -1.8725 -4.0273
O 7.1730 -2.0616 -4.0891
C 5.2608 -1.2662 -5.2016
C 3.9448 -0.8972 -5.0824
C 3.2226 -1.1020 -3.7807
O 2.0718 -0.7474 -3.6559
H 3.3681 -1.8005 -1.6958
H 5.7334 -2.6509 -1.9816
H 5.8415 -1.0755 -6.0929
H 3.4164 -0.3513 -5.8635
C -5.1578 0.1836 -4.2850
C -4.5825 1.2255 -3.7264
C -3.1233 1.1702 -3.3659
O -2.6530 1.9898 -2.5898
C -2.3098 0.0675 -3.9106
C -2.9175 -1.0424 -4.4918
C -4.3864 -1.0153 -4.6161
O -4.9630 -2.0329 -4.9630
H -6.1988 0.1988 -4.5930
H -5.0782 2.1656 -3.5235
H -1.2397 -0.0066 -3.7326
H -2.3795 -1.9452 -4.7658
C -3.4052 0.7640 7.1221
C -2.3360 1.4727 6.6304
C -1.6684 0.8516 5.4213
O -0.5946 1.2687 5.1362
C -2.4079 -0.2365 4.5994
C -3.4566 -0.8839 5.1828
C -3.9398 -0.4952 6.5081
O -4.8242 -1.1459 7.0253
H -3.9605 1.0763 7.9951
H -1.9807 2.3914 7.0937
H -1.9745 -0.5487 3.6588
H -3.9157 -1.7531 4.7332
C 7.6044 1.8790 0.4552
C 8.5917 1.9703 -0.4708
C 8.2469 1.7592 -1.9519
O 9.1159 1.8997 -2.7648
C 6.8247 1.3692 -2.3412
C 5.9028 1.2786 -1.3854
C 6.1826 1.5232 0.0531
O 5.3022 1.4813 0.8895
H 7.7287 2.1127 1.5039
H 9.6125 2.2004 -0.1952
H 6.6437 1.1261 -3.3833
H 4.8832 0.9719 -1.5637
C 3.5918 3.2961 -3.2001
C 3.4192 3.9526 -2.0166
C 1.9756 4.1429 -1.4151
O 1.7598 4.6265 -0.3415
C 0.7773 3.7861 -2.3673
C 1.0211 3.2160 -3.5256
C 2.4202 2.8818 -3.9762
O 2.6173 2.3103 -5.0137
H 4.5259 3.0852 -3.7078
H 4.2682 4.1675 -1.3659
H -0.2110 4.0909 -2.0485
H 0.2818 3.0268 -4.2908
C 2.2786 -0.7103 5.1843
C 1.4368 -1.3295 6.3376
C 0.3935 -2.2455 5.7449
S 0.7962 -2.5396 4.0682
O -0.0511 -1.8127 3.1591
O 0.9088 -3.9504 3.7775
C 2.4238 -1.8097 4.1194
H 3.2408 -0.3382 5.5417
H 1.6410 0.0684 4.7367
H 0.9685 -0.5484 6.9497
H 2.1262 -1.8075 7.0371
H -0.5464 -1.7105 5.6770
H 0.2810 -3.1827 6.2867
H 2.6715 -1.4321 3.1235
H 3.1277 -2.6168 4.3377
C -5.7586 -2.4989 -1.1746
C -4.2493 -2.5303 -1.2415
C -3.7158 -2.7345 0.1944
S -4.8664 -2.0211 1.2838
O -4.3822 -0.7897 1.8805
O -5.3658 -3.0127 2.2024
C -6.0605 -1.6693 0.0369
H -6.1819 -3.4908 -0.9550
H -6.2732 -2.2126 -2.0856
H -3.8337 -1.6091 -1.6565
H -3.8417 -3.3181 -1.8716
H -2.7747 -2.2298 0.4376
H -3.5347 -3.7724 0.4889
H -6.0914 -0.5780 -0.1049
H -7.0258 -1.8665 0.5074
C -0.9715 0.3105 0.3622
C -0.6686 1.5644 1.2111
C 0.8382 1.5704 1.5161
S 1.5729 0.6505 0.2013
O 2.1672 -0.5567 0.7240
O 2.4626 1.4466 -0.6063
C 0.0965 0.3074 -0.6868
H -1.9538 0.3358 -0.0987
H -0.8649 -0.5598 1.0114
H -1.2342 1.4801 2.1469
H -1.0346 2.4591 0.6881
H 1.0192 0.9966 2.4310
H 1.2751 2.5691 1.6030
H 0.2404 -0.6541 -1.1820
H -0.0476 1.0772 -1.4360
C 1.9175 -4.9646 -1.9017
C 1.3322 -4.7835 -0.4667
C 0.4604 -3.5338 -0.5462
S -0.4660 -3.7569 -1.9507
O -0.8900 -2.5344 -2.5681
O -1.5054 -4.7354 -1.6846
C 0.7860 -4.5880 -2.8991
H 2.3319 -5.9627 -2.0640
H 2.7529 -4.2627 -1.9574
H 2.0930 -4.6669 0.3093
H 0.6837 -5.6114 -0.2153
H 1.0514 -2.6160 -0.6513
H -0.1775 -3.3132 0.3169
H 1.1439 -3.8748 -3.6451
H 0.3160 -5.4637 -3.3514
*
```

Computed properties:
HOMO level in eV: -9.825
Strongest force on any atom in eV/Å: 3.628
Frontier orbital gap in eV: 8.05
Relative energy (zero: lowest compared OMol25 entry of this formula, charge and spin) in eV: 0.000

=====

5.
Formula: C5H10N4O2S
Source: OMol25
Level of theory: ωB97M-V/def2-TZVPD

```
! wB97M-V def2-TZVPD RIJCOSX def2/J DEFGRID3
* xyz 2 1
C -13.4577 -0.6728 -1.3444
C 11.8406 1.1129 0.6683
C 11.0618 2.2243 1.0565
C -11.9694 -2.8820 -1.3127
C 14.5260 0.7812 0.7670
N -12.7566 -0.0908 0.6531
N -12.1585 -1.1406 0.5087
N -13.4965 0.2703 -0.4803
N -12.3340 -1.7353 -0.6336
O 11.8932 0.1231 0.1139
O 13.5577 1.6773 1.0177
S 14.2197 1.1704 2.5027
H -13.8080 -0.8959 -2.3137
H 11.7291 2.8573 1.5814
H 10.0500 1.9838 1.4689
H 11.0646 2.8128 0.1497
H -11.4294 -3.5719 -0.5391
H -12.7667 -3.4169 -1.7567
H -11.4231 -2.7329 -2.2253
H 15.3419 1.1801 0.3346
H 14.1463 -0.2072 0.3118
H -13.8313 1.1529 -0.5285
*
```

Computed properties:
HOMO level in eV: -15.016
Strongest force on any atom in eV/Å: 9.796
Frontier orbital gap in eV: 8.98
Relative energy (zero: lowest compared OMol25 entry of this formula, charge and spin) in eV: 0.000

=====

6.
Formula: C30H56Cl2O14S5
Source: OMol25
Level of theory: ωB97M-V/def2-TZVPD

```
! wB97M-V def2-TZVPD RIJCOSX def2/J DEFGRID3
* xyz 0 1
C -6.8809 7.9399 -10.3945
C -5.4643 7.5110 -10.8257
C -4.6745 7.6522 -9.5299
S -5.0264 9.4609 -8.9363
O -4.2657 10.5014 -9.6940
O -5.1038 9.4484 -7.4527
C -6.8606 9.2742 -9.6235
H -7.2510 7.1712 -9.7161
H -7.6415 8.0141 -11.1717
H -5.1723 8.1675 -11.6453
H -5.4556 6.4765 -11.1690
H -3.6232 7.3660 -9.5604
H -5.0941 6.9452 -8.8142
H -6.9125 10.1535 -10.2655
H -7.5840 9.3320 -8.8102
C -2.7043 11.4309 -12.9956
C -3.3232 12.5555 -13.8091
C -2.9662 12.3045 -15.2789
S -3.1580 10.4210 -15.3866
O -2.0462 9.9296 -16.1291
O -4.5150 10.1469 -15.7458
C -2.9177 10.0411 -13.5972
H -3.1368 11.3423 -11.9990
H -1.6633 11.5346 -12.6896
H -3.0692 13.5784 -13.5313
H -4.4063 12.6151 -13.7026
H -1.9105 12.4807 -15.4851
H -3.5297 12.6722 -16.1365
H -2.0082 9.4552 -13.7298
H -3.6783 9.4360 -13.1037
C -1.1195 1.4583 -12.7135
C 0.3882 1.2676 -12.3991
C 1.0457 2.1732 -11.3390
S -0.4437 2.4407 -10.1898
O -0.8364 3.8084 -10.3656
O -0.2327 1.8412 -8.8779
C -1.6573 1.3986 -11.2908
H -1.6201 0.6038 -13.1687
H -1.2860 2.4790 -13.0579
H 0.9727 1.1885 -13.3157
H 0.5058 0.2434 -12.0451
H 1.3078 3.2082 -11.5585
H 1.8253 1.6087 -10.8274
H -2.6991 1.6735 -11.1259
H -1.6023 0.3902 -10.8808
C 2.2319 10.2062 -14.3554
C 1.5234 10.7513 -15.5606
C 1.9787 12.1944 -15.8367
S 3.6036 12.3623 -15.0227
O 3.5317 13.1652 -13.8077
O 4.6841 12.7401 -15.9149
C 3.6665 10.5449 -14.6351
H 2.1994 9.1210 -14.2584
H 1.7183 10.7093 -13.5362
H 0.4366 10.6797 -15.5172
H 1.4937 10.1772 -16.4867
H 1.5224 12.8538 -15.0984
H 2.0388 12.3753 -16.9099
H 4.4179 10.2972 -13.8854
H 4.1668 10.1805 -15.5324
C -2.9804 2.6748 -16.8525
C -4.1066 3.1938 -17.6909
C -4.1977 2.3635 -18.9732
S -2.4155 2.0339 -19.4314
O -2.1231 2.9585 -20.5207
O -2.3618 0.5970 -19.5582
C -1.7414 2.7970 -17.8798
H -3.0935 1.6320 -16.5564
H -2.8458 3.2626 -15.9444
H -3.9856 4.2372 -17.9820
H -5.0956 3.0844 -17.2461
H -4.7251 2.8040 -19.8192
H -4.5210 1.3390 -18.7888
H -1.6940 3.8763 -18.0249
H -0.7216 2.4276 -17.7724
O 1.0236 4.5618 -16.5232
C 2.1085 4.2642 -16.0301
O 3.0021 3.5080 -16.6073
C 4.3045 3.6124 -15.9427
C 4.1162 4.9661 -15.1816
C 2.6569 4.8358 -14.7408
H 5.0678 3.6594 -16.7194
H 4.5698 2.8866 -15.1739
H 4.3769 5.8706 -15.7311
H 4.6989 4.9032 -14.2626
H 2.1487 5.6971 -14.3072
H 2.5082 3.9577 -14.1124
O -4.2208 7.0111 -16.5728
C -5.4499 7.0324 -16.7907
O -6.0860 7.6051 -17.8786
C -7.4906 7.3279 -17.8682
C -7.8497 6.9194 -16.4475
C -6.5540 6.3674 -15.9064
H -7.7262 6.6353 -18.6762
H -8.0618 8.2275 -18.0977
H -8.6718 6.2110 -16.3456
H -8.3945 7.6830 -15.8924
H -6.4910 5.2793 -15.9186
H -6.3804 6.5769 -14.8509
Cl -2.7703 6.8176 -12.0816
C -2.1068 5.6398 -13.3337
C -1.3049 6.3367 -14.5111
Cl 0.1648 7.1794 -13.7521
H -3.0253 5.1532 -13.6618
H -1.4223 4.9802 -12.8004
H -2.0912 6.9922 -14.8852
H -0.9023 5.6140 -15.2209
*
```

Computed properties:
HOMO level in eV: -9.860
Strongest force on any atom in eV/Å: 4.279
Frontier orbital gap in eV: 9.81
Relative energy (zero: lowest compared OMol25 entry of this formula, charge and spin) in eV: 3.047